No. 1
{
  "formula": "C4H6ClNOS",
  "method": "ωB97M-V/def2-TZVPD",
  "symbols": ["C", "C", "C", "C", "H", "H", "H", "H", "H", "H", "N", "O", "S", "Cl"],
  "positions_angstrom": [[-0.2559, -0.0822, 1.2321], [-0.1282, 0.9918, 0.4377], [0.0217, 0.8331, -1.0450], [-0.1659, -0.4280, -1.8046], [-0.7398, -1.1899, 2.7438], [-0.5430, 0.6009, 3.0769], [-0.2398, -1.0360, 0.5519], [-1.2286, -0.7343, -1.7275], [-0.0434, -0.3927, -2.8414], [1.6886, -1.2997, -1.1075], [-0.1626, -0.2448, 2.4675], [0.6690, -1.4775, -1.2448], [0.5137, 2.0370, -1.9175], [0.6141, 2.4222, 1.1783]],
  "forces_ev_per_angstrom": [[-0.0133, -1.7340, -8.5112], [1.1803, 0.1546, -1.1388], [-0.1587, 0.0076, 1.9518], [-0.4561, -1.9599, 2.4488], [2.1992, 3.1348, -0.3355], [1.4505, -2.2360, -1.5224], [-0.5031, 1.4962, 1.6212], [0.4599, -0.4345, 0.5336], [0.7920, 0.8346, -1.4652], [-3.3127, 0.3059, -0.8650], [-3.6151, -1.7537, 8.8787], [1.8887, -0.3664, 0.3463], [0.9026, 2.7822, -1.8137], [-0.8144, -0.2314, -0.1287]],
  "homo_energy_ha": -0.2999,
  "total_charge": 0,
  "homo_lumo_gap_ev": 8.2,
  "relative_energy_kj_mol": 314.2
}



No. 2
{
  "formula": "C4H6N2",
  "method": "ωB97M-V/def2-TZVPD",
  "symbols": ["N", "C", "C", "C", "C", "N", "H", "H", "H", "H", "H", "H"],
  "positions_angstrom": [[-0.6880, 0.4601, 3.1799], [-0.4148, 0.2514, 2.0688], [-0.0740, -0.0249, 0.7301], [-0.9355, -0.1706, -0.5244], [0.2749, 0.4082, -1.2085], [0.7926, 0.7445, -0.0333], [0.8324, -1.5305, -0.0698], [-1.3184, -1.1496, -0.8155], [-1.7288, 0.5818, -0.5076], [0.5930, 0.6817, -2.2015], [0.9896, -1.4270, -0.8314], [1.6771, 1.1749, 0.2132]],
  "forces_ev_per_angstrom": [[0.2600, -0.2525, -0.9280], [-0.2579, 0.3201, 0.9228], [-0.1654, 0.3146, 0.1274], [-0.1454, -0.0779, -0.0338], [-0.1323, 0.4270, -0.0258], [0.1443, -0.0924, -0.0156], [0.1789, -0.3184, -0.2642], [0.1335, 0.1965, 0.0347], [-0.0048, -0.0640, -0.0081], [0.0119, -0.0257, 0.1237], [0.1438, -0.4732, 0.1298], [-0.1666, 0.0460, -0.0627]],
  "homo_energy_ha": [-0.2951, -0.2951],
  "total_charge": 0,
  "homo_lumo_gap_ev": [8.5, 8.5],
  "relative_energy_kj_mol": 452.4
}



No. 3
{
  "formula": "C14H25CsN3O8",
  "method": "ωB97M-V/def2-TZVPD",
  "symbols": ["Cs", "O", "C", "C", "N", "C", "C", "O", "O", "C", "C", "O", "O", "H", "H", "H", "H", "H", "H", "H", "H", "H", "C", "N", "C", "C", "O", "C", "O", "C", "C", "O", "N", "C", "C", "H", "H", "H", "H", "H", "H", "H", "H", "H", "H", "H", "H", "H", "H", "H", "H"],
  "positions_angstrom": [[0.1695, -1.0804, 0.7928], [-3.8107, -0.6352, 1.4180], [-3.8176, -0.4025, 2.8140], [-2.8628, -1.2973, 3.5930], [-1.4713, -0.9848, 3.3372], [-1.0581, 0.2862, 3.9662], [0.2803, 0.9230, 3.4495], [1.1942, 1.0698, 4.2708], [0.2877, 1.1941, 2.2181], [-0.6050, -2.0988, 3.7874], [-0.7810, -3.4702, 3.0304], [-1.1447, -4.4339, 3.7174], [-0.5036, -3.4472, 1.8056], [-2.9036, -0.7202, 1.0961], [-4.8412, -0.6097, 3.1404], [-3.6253, 0.6578, 3.0158], [-3.0546, -2.3287, 3.2836], [-3.0842, -1.2600, 4.6774], [-0.9623, 0.1401, 5.0542], [-1.8302, 1.0304, 3.7698], [-0.7925, -2.2805, 4.8583], [0.4399, -1.7704, 3.7090], [-0.8394, 4.1418, -2.5583], [-1.5548, 3.0120, -2.0104], [-2.7425, 3.3217, -1.2370], [-1.0365, 1.7535, -1.9338], [-1.5953, 0.8544, -1.3463], [0.3088, 1.5551, -2.6344], [0.7576, 0.2548, -2.3804], [2.0254, 0.0148, -2.9236], [2.5528, -1.2666, -2.2798], [1.8735, -1.8030, -1.4343], [3.7596, -1.7474, -2.6777], [4.2534, -2.9788, -2.0963], [4.5944, -1.1368, -3.6816], [-1.5610, 4.8822, -2.9056], [-0.2387, 3.8542, -3.4192], [-0.1934, 4.6202, -1.8143], [-3.5436, 3.6719, -1.8919], [-2.5254, 4.0979, -0.4996], [-3.0621, 2.4251, -0.7144], [1.0318, 2.2934, -2.2602], [0.1934, 1.7299, -3.7159], [2.7078, 0.8477, -2.6940], [1.9882, -0.0795, -4.0192], [3.5342, -3.3316, -1.3635], [5.2145, -2.8109, -1.6038], [4.3886, -3.7402, -2.8685], [4.2279, -0.1519, -3.9570], [4.6468, -1.7513, -4.5862], [5.6109, -1.0143, -3.2980]],
  "forces_ev_per_angstrom": [[0.1252, 0.2205, -0.9157], [-0.0110, -0.1148, -0.3123], [-0.0501, -0.0026, 0.2369], [-0.1443, -0.0267, -0.0573], [0.6012, -0.0076, -0.2939], [0.0988, -0.1928, 0.2762], [-0.2878, -0.6124, -0.0659], [0.0163, 0.1287, 0.1503], [0.0020, 0.5848, 0.1195], [-0.2189, 0.0920, 0.4274], [-0.0920, 0.3960, 0.3558], [-0.0265, -0.0156, 0.1053], [-0.1587, -0.4538, -0.0761], [-0.0666, 0.0971, 0.3385], [0.0483, -0.0117, 0.0026], [0.0264, -0.0486, 0.0202], [0.0945, 0.0137, -0.0169], [-0.0959, 0.1524, -0.0517], [-0.0759, 0.0716, -0.0178], [-0.0232, -0.0011, 0.0765], [0.0624, -0.0347, -0.0552], [-0.1216, -0.0290, -0.0552], [0.0307, 0.0168, -0.0748], [-0.0296, 0.0605, -0.0272], [-0.0528, -0.0247, 0.0774], [0.0424, 0.1124, 0.1499], [0.1089, -0.2565, -0.1031], [-0.0105, -0.0437, -0.0538], [0.0836, 0.0636, -0.1155], [0.1069, 0.1708, 0.0117], [-0.2310, 0.1124, -0.0556], [0.2729, -0.4466, -0.0384], [0.0283, 0.0552, -0.0479], [0.0134, -0.0521, 0.0683], [0.0598, 0.0928, -0.0655], [-0.0122, -0.0154, 0.0158], [0.0175, 0.0165, 0.0241], [0.0078, 0.0021, -0.0063], [-0.0067, 0.0029, -0.0023], [0.0362, 0.0074, 0.0022], [-0.0293, 0.0116, -0.0234], [-0.0222, -0.0102, 0.0371], [-0.0294, -0.0012, 0.0359], [0.0135, -0.0428, 0.0122], [-0.0592, -0.0264, 0.0341], [0.0106, -0.0129, -0.0187], [-0.0053, 0.0282, -0.0120], [-0.0133, 0.0015, -0.0205], [-0.0074, -0.0132, -0.0088], [-0.0110, -0.0043, 0.0133], [-0.0152, -0.0098, 0.0005]],
  "homo_energy_ha": -0.1706,
  "total_charge": -1,
  "homo_lumo_gap_ev": 6.3,
  "relative_energy_kj_mol": 50.9
}



No. 4
{
  "formula": "C2F6NO4RhS2",
  "method": "ωB97M-V/def2-TZVPD",
  "symbols": ["O", "Rh", "N", "S", "O", "C", "F", "F", "F", "S", "O", "O", "C", "F", "F", "F"],
  "positions_angstrom": [[-0.9701, 2.3232, 0.8670], [-1.7769, 0.9195, 0.0753], [0.4084, -0.2850, -0.4676], [1.0303, 1.7597, 0.7167], [2.0263, 2.8612, 0.5743], [1.2423, 1.1789, 2.4874], [2.2540, 0.3243, 2.5726], [0.1335, 0.5797, 2.9035], [1.4919, 2.2195, 3.2704], [-0.5799, -1.4134, -0.7292], [-1.9865, -0.9816, -0.3344], [-0.2476, -2.7632, -0.2581], [-0.7350, -1.6404, -2.5766], [-1.1766, -0.5286, -3.1538], [0.4568, -1.9221, -3.0909], [-1.5710, -2.6317, -2.8566]],
  "forces_ev_per_angstrom": [[2.0875, 0.2165, 0.5293], [-0.3952, 1.0965, 0.2698], [-0.3138, -0.8565, -0.1609], [1.3565, 3.2277, -1.4552], [-2.1067, -1.7942, 1.0667], [-0.2950, 0.3696, 1.1372], [-0.0786, 0.1309, -0.4330], [-0.0801, -0.1545, -0.1142], [0.0227, -0.0130, -0.0835], [0.7511, -3.4081, 0.1994], [-0.1915, -1.1065, -0.6346], [-0.4463, 2.2074, -0.7244], [0.0040, -0.2736, 0.1511], [-0.2459, 0.4225, 0.0069], [0.0292, -0.0394, 0.2279], [-0.0977, -0.0254, 0.0173]],
  "homo_energy_ha": [-0.3677, -0.3804],
  "total_charge": 0,
  "homo_lumo_gap_ev": [8.0, 6.7],
  "spin_multiplicity": 5,
  "relative_energy_kj_mol": 186.7
}



No. 5
{
  "formula": "C21H33N3O8P2PtSb",
  "method": "ωB97M-V/def2-TZVPD",
  "symbols": ["Pt", "O", "C", "N", "C", "C", "C", "C", "C", "C", "N", "C", "C", "C", "C", "C", "N", "H", "H", "H", "H", "H", "H", "H", "H", "H", "H", "O", "P", "O", "O", "O", "P", "O", "O", "O", "H", "H", "C", "C", "C", "Sb", "C", "C", "C", "C", "C", "C", "H", "H", "H", "H", "H", "H", "H", "H", "H", "H", "H", "H", "H", "H", "H", "H", "H", "H", "H", "H", "H"],
  "positions_angstrom": [[-1.8683, 1.6325, 1.4920], [-2.0629, 3.8500, 4.8461], [-1.7845, 3.0806, 3.9439], [-2.4090, 2.9742, 2.7633], [-3.5796, 3.7597, 2.4491], [-4.0540, 3.4039, 1.0674], [-5.1278, 4.0534, 0.4787], [-5.5298, 3.6958, -0.7931], [-4.8419, 2.6913, -1.4599], [-3.7834, 2.0791, -0.8279], [-3.3988, 2.4225, 0.4099], [-0.6452, 2.0955, 4.0259], [0.1708, 2.0327, 5.1312], [1.2023, 1.1040, 5.1472], [1.3735, 0.2761, 4.0519], [0.5118, 0.3922, 2.9759], [-0.4777, 1.2839, 2.9609], [-3.3593, 4.8306, 2.4986], [-4.3820, 3.5748, 3.1717], [-5.6353, 4.8334, 1.0297], [-6.3678, 4.1938, -1.2616], [-5.1186, 2.3808, -2.4567], [-3.2170, 1.2909, -1.2963], [-0.0310, 2.7115, 5.9480], [1.8578, 1.0259, 6.0039], [2.1511, -0.4737, 4.0250], [0.5955, -0.2505, 2.1148], [-0.4802, -4.2623, 1.3785], [-0.4471, -2.6792, 1.5369], [-0.8073, -2.2106, 2.8752], [0.7676, -2.1742, 0.8053], [-1.7297, -2.2680, 0.4894], [-1.5580, -1.1420, -0.5672], [-2.8681, -1.1926, -1.4482], [-0.4137, -1.5913, -1.5279], [-1.3931, 0.2493, -0.0779], [-1.0193, -4.6759, 2.0647], [-3.1589, -2.0809, -1.6917], [0.7523, -1.2133, -4.3550], [1.6196, -0.4467, -3.3576], [3.0451, -0.2537, -3.8730], [1.5331, -1.3686, -1.4203], [2.3176, -3.3551, -1.3833], [3.4821, -3.5021, -2.3603], [1.2207, -4.3767, -1.6542], [2.4638, -0.0111, -0.0597], [3.9714, -0.0753, -0.3238], [1.9119, 1.4018, -0.1791], [0.7993, -0.7149, -5.3255], [-0.2899, -1.2594, -4.0472], [1.1117, -2.2350, -4.4992], [1.1751, 0.5349, -3.1675], [3.5529, -1.2021, -4.0413], [3.6601, 0.3523, -3.2094], [2.9997, 0.2632, -4.8337], [2.6698, -3.4374, -0.3538], [3.1602, -3.3690, -3.3943], [3.8815, -4.5145, -2.2750], [4.3010, -2.8094, -2.1597], [0.8473, -4.2935, -2.6772], [0.3887, -4.2904, -0.9628], [1.6498, -5.3743, -1.5407], [2.2375, -0.4565, 0.9029], [4.2513, 0.4854, -1.2151], [4.3560, -1.0939, -0.4173], [4.4906, 0.3814, 0.5210], [2.0283, 1.7948, -1.1920], [2.4728, 2.0611, 0.4878], [0.8577, 1.4611, 0.0893]],
  "forces_ev_per_angstrom": [[-0.1135, 0.0586, -0.1403], [0.0191, -0.0107, 0.0096], [-0.0223, -0.0042, -0.0473], [-0.0964, 0.0578, 0.0211], [0.0393, -0.0024, 0.0054], [0.0004, 0.0022, 0.0073], [0.0019, -0.0006, 0.0015], [0.0096, -0.0041, 0.0045], [0.0050, -0.0078, -0.0102], [-0.0176, 0.0122, 0.0190], [-0.0234, 0.0226, 0.0989], [-0.0103, 0.0219, 0.0339], [-0.0145, -0.0048, -0.0114], [0.0003, -0.0040, -0.0251], [0.0162, 0.0051, 0.0267], [-0.0464, 0.0198, -0.0514], [0.0332, -0.1138, -0.1238], [-0.0075, 0.0036, -0.0065], [-0.0086, 0.0007, -0.0072], [-0.0027, 0.0030, -0.0060], [0.0015, 0.0014, -0.0018], [-0.0073, 0.0039, 0.0004], [0.0188, -0.0242, -0.0070], [0.0109, -0.0039, 0.0055], [-0.0010, -0.0004, 0.0025], [-0.0045, -0.0077, 0.0055], [-0.0197, 0.0442, 0.0324], [0.0068, 0.0150, -0.0671], [-0.3867, -0.1312, 0.0770], [0.0730, -0.0283, -0.0361], [0.0621, 0.0641, -0.1160], [0.2184, 0.0698, 0.2224], [-0.2626, -0.2384, -0.2493], [0.0421, -0.0639, 0.1046], [-0.2831, 0.4243, -0.2304], [0.4551, 0.0225, 0.2245], [0.0283, 0.0092, 0.0300], [-0.0208, 0.0032, 0.0068], [0.0470, -0.0002, -0.0177], [-0.1169, -0.0776, -0.0135], [-0.0240, 0.0371, 0.0165], [0.3115, -0.3565, 0.4054], [0.1692, 0.0344, -0.1628], [0.0008, 0.0001, 0.0185], [0.0207, 0.0620, -0.0564], [0.0930, 0.1089, -0.1051], [0.0037, 0.0053, 0.0454], [0.0052, -0.0009, -0.0136], [-0.0163, -0.0043, -0.0027], [-0.0056, -0.0067, 0.0103], [0.0149, 0.0065, -0.0093], [-0.0349, -0.0086, -0.0295], [0.0129, -0.0182, -0.0001], [-0.0059, -0.0035, -0.0113], [0.0107, 0.0053, 0.0014], [-0.0815, -0.0045, -0.0074], [-0.0002, -0.0136, -0.0052], [0.0149, 0.0030, 0.0021], [-0.0084, 0.0085, -0.0182], [-0.0142, -0.0010, 0.0101], [-0.0481, -0.0010, 0.0556], [-0.0197, -0.0040, 0.0079], [0.0090, 0.0079, 0.0023], [0.0086, -0.0257, 0.0111], [-0.0154, 0.0059, 0.0268], [-0.0041, 0.0255, -0.0058], [0.0304, 0.0072, 0.0083], [-0.0206, -0.0016, 0.0164], [-0.0298, -0.0044, 0.0176]],
  "homo_energy_ha": -0.3935,
  "total_charge": 1,
  "homo_lumo_gap_ev": 8.4,
  "relative_energy_kj_mol": 6.9
}



No. 6
{
  "formula": "C18H25N3O4S",
  "method": "ωB97M-V/def2-TZVPD",
  "symbols": ["C", "H", "C", "N", "C", "O", "N", "C", "C", "C", "C", "C", "C", "C", "O", "H", "S", "O", "O", "N", "H", "C", "C", "C", "C", "C", "C", "H", "H", "H", "H", "H", "H", "H", "H", "H", "H", "H", "H", "H", "C", "C", "H", "H", "H", "H", "H", "H", "H", "H", "H"],
  "positions_angstrom": [[-1.0351, 5.2175, 2.4426], [-0.4208, 5.8525, 1.8089], [-1.9387, 4.3396, 1.5876], [-1.1530, 3.4602, 0.7252], [-0.7601, 3.9791, -0.4922], [-1.0636, 5.1015, -0.8286], [-0.0268, 3.1499, -1.3236], [0.3783, 1.8907, -0.9487], [1.1595, 1.0695, -1.7753], [1.5356, -0.1878, -1.3529], [1.1602, -0.6529, -0.1021], [0.3989, 0.1324, 0.7283], [-0.0054, 1.3987, 0.3096], [-0.8382, 2.2040, 1.2077], [-1.2386, 1.8169, 2.2841], [0.1088, -0.2016, 1.7124], [1.6890, -2.2854, 0.4388], [2.3767, -2.1555, 1.6872], [2.3559, -2.9105, -0.6633], [0.2854, -3.0990, 0.7545], [-0.1073, -2.8011, 1.6329], [-0.6693, -3.2189, -0.3363], [-2.0943, -3.3383, 0.2050], [-2.2843, -4.6368, 0.9849], [-1.9391, -5.8374, 0.1101], [-0.5010, -5.7263, -0.3860], [-0.3064, -4.4413, -1.1837], [0.7336, -4.3476, -1.4945], [-0.9406, -4.4523, -2.0728], [-0.2515, -6.5857, -1.0103], [0.1795, -5.7139, 0.4662], [-2.0677, -6.7593, 0.6802], [-2.6193, -5.8737, -0.7446], [-1.6335, -4.6357, 1.8609], [-3.3177, -4.7054, 1.3309], [-2.3206, -2.4770, 0.8393], [-2.7839, -3.3194, -0.6416], [-0.6013, -2.3152, -0.9669], [2.1325, -0.8337, -1.9775], [1.4784, 1.4064, -2.7467], [0.3659, 3.7248, -2.6037], [1.7842, 4.2823, -2.5600], [2.0488, 4.6847, -3.5338], [2.5041, 3.5133, -2.2897], [1.8414, 5.0838, -1.8281], [-0.3353, 4.5375, -2.8053], [0.2551, 2.9678, -3.3817], [-2.5533, 3.6959, 2.2188], [-2.5699, 4.9552, 0.9449], [-1.6423, 5.8482, 3.0853], [-0.3911, 4.6005, 3.0648]],
  "forces_ev_per_angstrom": [[-0.1026, -0.1463, -0.1508], [0.0501, 0.0778, -0.0190], [-0.2102, 0.2600, 0.2442], [-0.1739, 0.0359, 0.1868], [0.0546, -0.1624, -0.2062], [-0.0315, 0.2894, 0.0307], [-0.1357, 0.1701, -0.0839], [0.0286, -0.5004, 0.4013], [-0.0343, 0.0934, -0.0196], [-0.0085, -0.0168, -0.0020], [0.2773, -0.6063, 0.0988], [-0.1022, 0.2962, -0.0269], [0.2497, -0.3349, -0.1370], [0.0156, -0.0925, -0.1099], [0.0503, -0.0408, 0.1023], [-0.0875, 0.0203, 0.1381], [-0.0744, 0.1871, 0.3565], [-0.2584, 0.1369, 0.1241], [-0.2578, 0.1224, -0.2063], [0.7435, 0.3332, 0.0833], [0.0114, 0.0766, 0.2807], [-0.3006, -0.0002, -0.9106], [0.2603, 0.0141, 0.2452], [-0.2073, -0.0166, -0.2378], [0.2145, -0.0343, 0.2568], [-0.2034, 0.0040, -0.2576], [0.0934, -0.0426, 0.1553], [-0.0923, -0.0229, -0.1420], [-0.0124, 0.0181, -0.0771], [0.0833, -0.0234, 0.0449], [0.0633, -0.1036, 0.0322], [-0.0722, -0.0401, -0.0444], [-0.0732, -0.0432, -0.0416], [-0.0355, -0.0432, 0.1428], [0.0448, 0.0259, 0.1015], [-0.0573, 0.0856, -0.0450], [0.0118, 0.0596, -0.0214], [-0.1361, -0.1711, 0.0773], [0.0663, 0.0031, -0.1503], [0.0216, 0.0618, -0.0791], [0.1525, 0.3015, -0.2458], [-0.2216, -0.1066, -0.0174], [0.0864, 0.0489, -0.0941], [0.1060, -0.0367, 0.0035], [0.0209, 0.0770, 0.0598], [0.0966, -0.2607, -0.0341], [-0.0460, 0.0283, 0.0670], [0.0547, 0.0997, -0.1543], [0.0506, -0.1514, 0.0963], [-0.0225, 0.0936, 0.0976], [0.0491, -0.0234, 0.0870]],
  "homo_energy_ha": -0.3366,
  "total_charge": 0,
  "homo_lumo_gap_ev": 9.1,
  "relative_energy_kj_mol": 0.0
}



No. 7
{
  "formula": "C2H2N2O3",
  "method": "ωB97M-V/def2-TZVPD",
  "symbols": ["C", "C", "N", "N", "O", "O", "O", "H", "H"],
  "positions_angstrom": [[0.1590, 1.4983, 0.1872], [-0.0506, 0.2065, -0.3692], [0.4914, 2.5654, 0.5063], [-1.0912, -0.8320, 0.0340], [-1.5504, -1.4470, -0.8979], [-1.1365, -1.1140, 1.1768], [1.2865, -0.7882, 0.0922], [0.1179, 0.0766, -1.3698], [1.7739, -0.1655, 0.6402]],
  "forces_ev_per_angstrom": [[0.1345, 1.9243, 0.6564], [3.5212, -3.9077, 2.4994], [-0.6427, -1.6672, -0.3328], [1.0791, 0.3270, -1.1493], [-0.5188, 0.2707, -0.2814], [-0.8077, 0.0350, 1.9455], [-2.8902, 2.6225, -1.0334], [-0.1897, 0.4227, -2.5784], [0.3143, -0.0273, 0.2741]],
  "homo_energy_ha": -0.4419,
  "total_charge": 0,
  "homo_lumo_gap_ev": 10.9,
  "relative_energy_kj_mol": 518.6
}